one | Below is 2 unconnected molecules or ions with the total composition C3H6N2OS, with properties calculated with ωB97M-V/def2-TZVPD.

Its HOMO energy is -6.56 eV. The calculation puts the HOMO-LUMO gap at 7.1 eV. The LUMO energy comes out at 0.6 eV.

```
! RIJCOSX wB97M-V def2-TZVPD def2/J DEFGRID3
* xyz 0 1
C 1.32523 -1.07045 0.42192
C -0.77520 2.46480 -0.42304
C -0.04265 -1.34549 0.55023
N 2.46911 -0.87698 0.32158
N -1.03628 1.27540 -0.81200
O 4.22602 0.80461 -0.16430
S 4.04390 -0.58881 0.09617
H 0.00038 2.51977 0.28894
H -1.27561 3.44082 -0.66853
H -0.62564 -0.45305 0.34459
H -0.28705 -1.84046 1.57198
H -0.39643 -2.20765 -0.16270
H -1.82919 1.30709 -1.36450
*
```

Atom charges from the Mulliken analysis, given in e for atoms 1 to 4:
1. C 0.533
2. C -0.238
3. C -0.800
4. N -0.034


two | Below is a single C3H6N2OS molecule, with properties calculated with ωB97M-V/def2-TZVPD.

Its HOMO energy is -9.53 eV. The calculation puts the HOMO-LUMO gap at 8.6 eV. The LUMO energy comes out at -1.0 eV. The SMILES is [H]/N=C(\N)C(=S)CO.

```
! RIJCOSX wB97M-V def2-TZVPD def2/J DEFGRID3
* xyz 0 1
H -2.22451 -1.41054 -0.23588
N -1.22163 -1.25964 -0.11000
C -0.97464 0.00628 -0.02016
N -1.88302 1.03563 0.11198
C 0.46173 0.39961 -0.05569
S 1.02435 1.89568 -0.07936
C 1.41136 -0.76459 0.03601
O 2.78388 -0.50540 -0.00423
H -2.88540 0.84113 -0.05208
H -1.55703 1.99810 0.07301
H 1.14006 -1.42355 -0.78531
H 1.14261 -1.23495 0.97302
H 2.78223 0.42226 0.14869
*
```

Atom charges from the Mulliken analysis, given in e for atoms 1 to 4:
1. H 0.207
2. N -0.617
3. C 0.391
4. N -0.396


three | Below is a single C3H6N2OS molecule, with properties calculated with ωB97M-V/def2-TZVPD.

Its HOMO energy (alpha / beta) is -8.17 / -8.02 eV. The calculation puts the HOMO-LUMO gap (alpha / beta) at 7.6 / 7.2 eV. The LUMO energy (alpha / beta) comes out at -0.6 / -0.8 eV.

```
! RIJCOSX wB97M-V def2-TZVPD def2/J DEFGRID3
* xyz 0 1
C -0.14037 -1.04580 -0.10958
C 0.81761 -2.17825 -0.14242
C -0.08106 2.36004 0.18792
N -1.35396 -1.15586 0.23138
N -0.39938 1.24390 -0.65194
O 0.41306 0.17431 -0.36320
S -2.44440 0.01336 0.15349
H 1.14909 -2.34635 -1.16602
H 0.32451 -3.07079 0.22569
H 1.69502 -1.96161 0.46226
H -0.81472 3.13871 -0.00825
H -0.08155 2.10133 1.25300
H 0.91615 2.72702 -0.07233
*
```

Atom charges from the Mulliken analysis, given in e for atoms 1 to 4:
1. C 0.729
2. C -1.002
3. C -0.570
4. N -0.315


four | Below is a single C3H6N2OS molecule, with properties calculated with ωB97M-V/def2-TZVPD.

Its HOMO energy is -8.76 eV. The calculation puts the HOMO-LUMO gap at 9.4 eV. The LUMO energy comes out at 0.7 eV. The SMILES is NC[C@@H]1ON=CS1.

```
! RIJCOSX wB97M-V def2-TZVPD def2/J DEFGRID3
* xyz 0 1
N -1.35903 1.51426 -0.41415
C -1.36768 0.24054 -1.03231
C -0.38324 -0.74792 -0.51046
O -0.52993 -1.14875 0.80851
N 0.19486 -0.37050 1.72501
C 1.11020 0.30571 1.11994
S 1.32253 -0.06942 -0.57773
H -2.15656 2.12888 -0.64694
H -0.44888 1.88258 -0.68112
H -1.33692 0.28827 -2.17096
H -2.30711 -0.26768 -0.93146
H -0.38753 -1.68164 -1.05760
H 1.70949 1.15402 1.62451
*
```

Atom charges from the Mulliken analysis, given in e for atoms 1 to 4:
1. N -0.556
2. C -0.501
3. C -0.057
4. O -0.218


The structure with the least stability is one.


one | Below is a single C3H6N2OS molecule, with properties calculated with ωB97M-V/def2-TZVPD.

Its HOMO energy is -9.11 eV. The calculation puts the HOMO-LUMO gap at 9.1 eV. The LUMO energy comes out at 0.0 eV. The SMILES is CN/N=C\C(=O)S.

```
! RIJCOSX wB97M-V def2-TZVPD def2/J DEFGRID3
* xyz 0 1
C -0.40928 -0.67489 2.03038
N -1.56500 -0.72789 1.18541
N -1.39799 -0.98921 -0.11950
C -0.27535 -1.07013 -0.88502
C 0.79912 -0.02885 -0.78811
O 1.95017 -0.22513 -1.24254
S 0.55058 1.67491 -0.37952
H -0.22088 0.50019 2.41682
H 0.62450 -0.93764 1.47934
H -0.56767 -1.29514 3.04453
H -2.43504 -1.26081 1.43629
H -0.83949 -1.46646 -1.85915
H -0.91804 2.12526 -0.11016
*
```

Atom charges from the Mulliken analysis, given in e for atoms 1 to 4:
1. C -0.675
2. N 0.007
3. N -0.411
4. C -0.206


two | Below is a single C3H6N2OS molecule, with properties calculated with ωB97M-V/def2-TZVPD.

Its HOMO energy is -8.02 eV. The calculation puts the HOMO-LUMO gap at 8.7 eV. The LUMO energy comes out at 0.7 eV. The SMILES is C=CN(S)/C=N\O.

```
! RIJCOSX wB97M-V def2-TZVPD def2/J DEFGRID3
* xyz 0 1
C 2.54387 0.03981 0.00181
C 1.36920 -0.57294 -0.00761
N 0.10288 0.02320 -0.01233
S 0.10091 1.76606 -0.00372
C -0.99262 -0.81468 -0.00681
N -2.26216 -0.64951 -0.00481
O -2.70311 0.68852 -0.00146
H 3.47183 -0.56559 -0.00161
H 2.67194 1.11741 -0.00453
H 1.33602 -1.65569 0.00961
H -1.23894 1.88109 0.00748
H -0.75282 -1.85686 0.02148
H -3.64700 0.59919 0.00252
*
```

Atom charges from the Mulliken analysis, given in e for atoms 1 to 4:
1. C -0.957
2. C 0.314
3. N -0.006
4. S -0.160


The structure with the least stability is one.


one | Below is a single C5H7N molecule, with properties calculated with ωB97M-V/def2-TZVPD.

Its HOMO energy is -8.78 eV. The calculation puts the HOMO-LUMO gap at 10.0 eV. The LUMO energy comes out at 1.2 eV. The SMILES is C1[C@@H]2[C@H]1[C@@H]1N[C@H]21.

```
! RIJCOSX wB97M-V def2-TZVPD def2/J DEFGRID3
* xyz 0 1
C 1.17784 -0.42278 0.62436
C 0.47340 -0.64084 -0.66720
C 0.64914 0.76902 -0.18036
C -0.89068 0.96029 -0.11050
N -1.49215 0.02601 0.80325
C -1.07088 -0.45708 -0.50369
H 2.26050 -0.47572 0.65172
H 0.76285 -0.89273 1.52122
H 0.92110 -1.11034 -1.53437
H 1.29704 1.51339 -0.63637
H -1.43047 1.86492 -0.38210
H -0.84800 -0.20328 1.55294
H -1.80968 -0.93088 -1.13891
*
```

Atom charges from the Mulliken analysis, given in e for atoms 1 to 4:
1. C -0.822
2. C -0.034
3. C -0.196
4. C -0.376


two | Below is a single C5H7N molecule, with properties calculated with ωB97M-V/def2-TZVPD.

Its HOMO energy is -9.24 eV. The calculation puts the HOMO-LUMO gap at 10.4 eV. The LUMO energy comes out at 1.1 eV. The SMILES is C#C[C@@H]1N[C@@H]1C.

```
! RIJCOSX wB97M-V def2-TZVPD def2/J DEFGRID3
* xyz 0 1
C -1.88413 -0.48934 1.71688
C -1.36785 0.00027 0.74406
C -0.77863 0.64151 -0.41262
N -0.41117 -0.14937 -1.59557
C 0.65016 0.39682 -0.75904
C 1.55855 -0.43954 0.11012
H -2.35139 -0.90900 2.58058
H -1.21082 1.61036 -0.65060
H -0.58627 -1.13064 -1.39645
H 1.15286 1.23477 -1.23968
H 1.06901 -1.35107 0.46713
H 2.46313 -0.72181 -0.43907
H 1.86821 0.13941 0.98776
*
```

Atom charges from the Mulliken analysis, given in e for atoms 1 to 4:
1. C 0.393
2. C -0.715
3. C -0.412
4. N -0.628


three | Below is a molecular structure, C5H7N, with properties calculated with ωB97M-V/def2-TZVPD.

Its HOMO energy is -8.73 eV. The calculation puts the HOMO-LUMO gap at 9.8 eV. The LUMO energy comes out at 1.1 eV.

```
! RIJCOSX wB97M-V def2-TZVPD def2/J DEFGRID3
* xyz 0 1
C 1.46308 -0.98839 0.39826
C 0.25171 0.06089 -1.26676
C 0.98068 0.32284 0.01955
C -0.41753 -0.32308 0.04751
C -1.55200 0.40974 0.61811
N 0.34731 -1.62267 0.47779
H 2.49802 -1.39741 0.59571
H -0.02206 1.02970 -1.67535
H 0.66621 -0.65089 -1.98424
H 1.14138 1.35696 0.31846
H -2.03807 1.10052 -0.01195
H -1.15595 1.08974 1.40636
H -2.16278 -0.38793 1.05655
*
```

Atom charges from the Mulliken analysis, given in e for atoms 1 to 4:
1. C -0.207
2. C -0.678
3. C -0.311
4. C 0.899


The structure with the least stability is one.


one | Below is 2 unconnected molecules or ions with the total composition C5H7N, with properties calculated with ωB97M-V/def2-TZVPD.

Its HOMO energy (alpha / beta) is -7.64 / -7.61 eV. The calculation puts the HOMO-LUMO gap (alpha / beta) at 7.9 / 7.6 eV. The LUMO energy (alpha / beta) comes out at 0.3 / 0.0 eV.

```
! RIJCOSX wB97M-V def2-TZVPD def2/J DEFGRID3
* xyz 0 1
C -0.87049 0.33021 0.62472
C -1.18544 1.60727 0.69007
C 1.84219 -0.00848 -0.90548
C -1.19769 -1.11021 0.34205
C -0.03509 -0.65755 1.20375
N 1.48744 -0.50899 -1.93715
H -0.58488 2.26292 1.26584
H -1.98420 2.00108 0.08150
H 2.78012 0.45216 -0.46737
H -1.97675 -1.64480 0.79103
H -0.88856 -1.42765 -0.78503
H 0.51906 -0.96773 2.02735
H 2.09428 -0.32823 -2.93126
*
```

Atom charges from the Mulliken analysis, given in e for atoms 1 to 4:
1. C 0.377
2. C -0.811
3. C -0.037
4. C -0.278


two | Below is a single C5H7N molecule, with properties calculated with ωB97M-V/def2-TZVPD.

Its HOMO energy is -9.26 eV. The calculation puts the HOMO-LUMO gap at 10.4 eV. The LUMO energy comes out at 1.1 eV. The SMILES is C1[C@H]2CN3[C@H]2[C@H]13.

```
! RIJCOSX wB97M-V def2-TZVPD def2/J DEFGRID3
* xyz 0 1
C 1.13584 -0.55214 -0.15347
C -0.13403 -0.05492 -0.89460
C -1.26084 -0.58791 -0.02282
N -0.77387 0.31126 1.10649
C -0.17469 1.17306 0.06323
C 0.73320 0.42226 0.92956
H 1.17144 -1.60043 0.17458
H 2.05813 -0.30099 -0.68249
H -0.16040 -0.00650 -1.98047
H -1.35503 -1.66828 0.16139
H -2.23007 -0.22194 -0.39296
H -0.40394 2.22926 0.01074
H 1.39427 0.85727 1.68081
*
```

Atom charges from the Mulliken analysis, given in e for atoms 1 to 4:
1. C -0.596
2. C -0.300
3. C -0.486
4. N -0.505


three | Below is a single C5H7N molecule, with properties calculated with ωB97M-V/def2-TZVPD.

Its HOMO energy is -7.55 eV. The calculation puts the HOMO-LUMO gap at 8.6 eV. The LUMO energy comes out at 1.0 eV. The SMILES is C=C1C=CNC1.

```
! RIJCOSX wB97M-V def2-TZVPD def2/J DEFGRID3
* xyz 0 1
C 1.99277 0.36122 -0.16219
C 0.66368 0.23238 -0.17947
C -0.43416 1.19689 -0.31422
C -1.55289 0.59375 0.13197
N -1.35488 -0.72218 0.53801
C -0.01238 -1.09630 0.10047
H 2.52906 1.25058 -0.47610
H 2.57704 -0.47906 0.20316
H -0.33304 2.26058 -0.49100
H -2.53054 1.03622 0.29119
H -2.09192 -1.37987 0.32816
H 0.51549 -1.68205 0.85885
H -0.04905 -1.68063 -0.83330
*
```

Atom charges from the Mulliken analysis, given in e for atoms 1 to 4:
1. C -0.958
2. C 0.753
3. C -0.736
4. C -0.259


four | Below is a single C5H7N molecule, with properties calculated with ωB97M-V/def2-TZVPD.

Its HOMO energy is -9.44 eV. The calculation puts the HOMO-LUMO gap at 10.6 eV. The LUMO energy comes out at 1.1 eV. The SMILES is C#CCN1CC1.

```
! RIJCOSX wB97M-V def2-TZVPD def2/J DEFGRID3
* xyz 0 1
C 2.89070 -0.45421 0.12903
C 1.85292 0.15263 0.07426
C 0.55873 0.84533 0.01887
N -0.46597 0.01796 0.63943
C -1.08843 -0.95834 -0.23023
C -1.83601 0.24240 0.22262
H 3.80659 -0.99987 0.19033
H 0.62130 1.79280 0.56682
H 0.32380 1.09401 -1.03329
H -1.26979 -1.93615 0.20767
H -0.77845 -0.97400 -1.27636
H -2.57714 0.16563 1.01466
H -2.03824 1.01179 -0.52380
*
```

Atom charges from the Mulliken analysis, given in e for atoms 1 to 4:
1. C 0.181
2. C -0.402
3. C -0.652
4. N -0.336


The structure with the least stability is one.


one | Below is a molecular structure, C5H7N, with properties calculated with ωB97M-V/def2-TZVPD.

Its HOMO energy is -7.86 eV. The calculation puts the HOMO-LUMO gap at 8.5 eV. The LUMO energy comes out at 0.7 eV.

```
! RIJCOSX wB97M-V def2-TZVPD def2/J DEFGRID3
* xyz 0 1
C 1.83562 0.04736 -0.05274
C 0.34262 0.05802 -0.01471
C -0.56807 1.14069 -0.00494
C -1.98823 0.66160 -0.16910
C -1.76836 -0.71865 -0.15183
N -0.42832 -1.04173 -0.09225
H 2.28093 -0.65259 0.66344
H 2.18713 -0.22170 -1.05564
H 2.22077 1.04611 0.17280
H -0.26517 2.18751 -0.02960
H -1.28141 1.00024 0.97166
H -2.49893 -1.51942 -0.20816
H -0.06859 -1.98745 -0.02894
*
```

Atom charges from the Mulliken analysis, given in e for atoms 1 to 4:
1. C -1.176
2. C 0.424
3. C -0.327
4. C -0.975


two | Below is a single C5H7N molecule, with properties calculated with ωB97M-V/def2-TZVPD.

Its HOMO energy is -9.52 eV. The calculation puts the HOMO-LUMO gap at 10.6 eV. The LUMO energy comes out at 1.1 eV. The SMILES is C=CC[C@@H]1C=N1.

```
! RIJCOSX wB97M-V def2-TZVPD def2/J DEFGRID3
* xyz 0 1
C -0.02480 1.61041 0.32947
C -0.91263 0.71916 -0.10508
C -0.92995 -0.67035 0.47572
C 0.37397 -1.27585 -0.04382
C 1.33654 -0.37785 -0.63855
N 0.68311 -1.01699 -1.49776
H 0.23300 2.50103 -0.23238
H 0.54024 1.42087 1.24171
H -1.42437 0.87242 -1.05438
H -0.93332 -0.63444 1.57299
H -1.79526 -1.26618 0.15941
H 0.71869 -2.22738 0.35448
H 2.13480 0.34514 -0.56182
*
```

Atom charges from the Mulliken analysis, given in e for atoms 1 to 4:
1. C -0.848
2. C -0.157
3. C -0.560
4. C -0.127


three | Below is a single C5H7N molecule, with properties calculated with ωB97M-V/def2-TZVPD.

Its HOMO energy is -7.76 eV. The calculation puts the HOMO-LUMO gap at 8.2 eV. The LUMO energy comes out at 0.5 eV.

```
! RIJCOSX wB97M-V def2-TZVPD def2/J DEFGRID3
* xyz 0 1
C 1.82715 0.04981 0.11080
C 0.34389 0.02706 -0.02681
C -0.38946 -1.13962 -0.27845
N -1.69274 -1.07572 -0.17266
C -1.82919 1.08735 -0.07847
C -0.46958 1.13425 0.10174
H 2.14966 -0.53290 0.98107
H 2.31337 -0.36632 -0.77721
H 2.17118 1.07881 0.24301
H 0.14323 -2.04873 -0.58914
H -2.12163 -1.92759 -0.57246
H -2.39699 1.59726 0.72753
H -0.04890 2.11635 0.33104
*
```

Atom charges from the Mulliken analysis, given in e for atoms 1 to 4:
1. C -1.197
2. C 0.343
3. C -0.072
4. N -0.485


The structure with the least stability is three.